The following is a DFT calculation (ωB97M-V/def2-TZVPD) of a structure of composition C2H3LaLiO2 at a distorted geometry.

```
9
Properties=species:S:1:pos:R:3:forces:R:3
O 0.2060 0.9393 -1.5258 -0.3710 0.2416 1.5737
C -0.5873 0.6165 -0.5849 1.0043 -2.5837 -3.5226
C -0.0501 0.4738 0.8113 -0.7843 1.6510 1.1424
O -0.3832 -0.7803 1.2812 0.9571 -1.1004 -0.3426
H -0.5769 1.2631 1.3962 0.2342 -0.1908 -0.0565
H 1.0276 0.7583 0.8449 -0.2659 -0.3230 -0.2519
Li 0.7441 -1.4551 2.4600 -0.4295 0.1863 -0.1772
La -0.9175 -1.9460 -1.9699 0.9205 3.4689 1.2053
H 0.5374 0.1306 -2.7131 -1.2654 -1.3498 0.4295
```
Forces are in eV/Å.

Summary:
- Kohn-Sham gap (alpha / beta): 5.0 / 5.0 eV
- HOMO level (alpha / beta): -9.89 / -9.89 eV
- E_LUMO (alpha / beta): -4.9 / -4.9 eV
- Net charge: +1

=====

The following is a DFT calculation (ωB97M-V/def2-TZVPD) of a structure of composition C2H3LiNaO2 at a distorted geometry.

```
9
Properties=species:S:1:pos:R:3:forces:R:3
H -0.9067 -1.9436 1.5305 0.5225 -0.1369 -0.1769
O 0.4032 0.9850 0.0587 0.4717 1.2298 0.6391
C -0.0076 -0.0314 -0.7777 0.2741 -0.3831 -0.5027
C -0.4645 -1.3118 -0.1827 -0.4538 -0.0492 -1.0918
O -0.3961 -1.2200 1.1298 -0.4202 0.3980 1.2398
Li 0.3044 0.5319 1.8046 -0.1005 -0.2305 -0.5246
Na 1.1472 3.0958 -0.6203 -0.2568 -0.7211 0.0542
H 0.7767 -0.3590 -1.5002 -0.1870 0.0750 0.1437
H -0.8566 0.2532 -1.4427 0.1500 -0.1819 0.2192
```
Forces are in eV/Å.

Summary:
- Kohn-Sham gap: 7.3 eV
- HOMO level: -11.76 eV
- E_LUMO: -4.4 eV
- Net charge: +1

=====

The following is a DFT calculation (ωB97M-V/def2-TZVPD) of a structure of composition C2H3LiO at a distorted geometry.

```
7
Properties=species:S:1:pos:R:3:forces:R:3
O -0.0961 0.3973 -1.1852 -1.0775 0.1901 -0.8750
Li -1.5535 0.0814 0.0507 0.2359 -0.0075 -0.1585
H 0.1989 0.4777 -2.1009 -0.0353 -0.0291 -0.2100
C 0.8707 -0.0057 -0.3497 -0.3669 1.7169 0.6523
C 1.1420 0.4274 0.8632 1.2306 -4.2446 -1.5011
H 0.7400 1.2123 1.5086 0.6384 -0.3230 -0.0246
H 1.8001 -0.5999 0.9308 -0.6253 2.6972 2.1168
```
Forces are in eV/Å.

Summary:
- Kohn-Sham gap (alpha / beta): 9.3 / 9.6 eV
- <S²>: 0.7578
- HOMO level (alpha / beta): -14.14 / -15.02 eV
- Multiplicity: 2
- E_LUMO (alpha / beta): -4.8 / -5.4 eV
- Net charge: +1

=====

The following is a DFT calculation (ωB97M-V/def2-TZVPD) of a structure of composition C2H3LiO2Pb at a distorted geometry.

```
9
Properties=species:S:1:pos:R:3:forces:R:3
O 1.3280 -1.3601 1.5116 -0.2412 0.5576 -0.4445
C 1.1735 -0.5145 0.8026 0.5926 -0.8130 0.6610
C 0.9697 0.5886 -0.1899 0.9654 0.1747 0.5804
O -0.1783 0.3991 -0.8998 3.0342 -1.9596 -0.6149
Pb -2.0780 1.0445 -0.3702 -4.4101 2.9233 -0.8002
H 1.9053 0.5746 -0.7828 -0.1239 0.0642 0.2010
H 1.0085 1.5022 0.4367 -0.0213 -0.0601 -0.2046
Li 0.0362 -0.2584 -2.6715 -0.0936 0.0370 -0.3993
H -3.1938 0.4285 0.8532 0.2979 -0.9241 1.0212
```
Forces are in eV/Å.

Summary:
- Kohn-Sham gap: 7.0 eV
- HOMO level: -16.57 eV
- E_LUMO: -9.6 eV
- Net charge: +2